Entry from the Open Molecules 2025 dataset: a structure of composition C11H16FeO8P (ωB97M-V/def2-TZVPD).

- Calculated total energy: -2634.85530 Ha
- Spin multiplicity: 6
- Charge: +2
- Energy above the lowest of the compared OMol25 structures with the same formula, charge and spin: 15.52 kcal/mol
- Maximum force: 11.23 eV Å⁻¹

Each line ends with the natural charge from an NBO analysis.
Geometry (Å):
O 0.112 0.096 -7.131  -0.408
C -0.110 0.102 -6.015  0.433
Fe -0.636 0.135 -2.134  0.571
O 1.937 0.139 -3.528  -0.279
C 0.887 0.156 -3.042  0.483
C -2.503 0.033 -1.944  0.087
O -3.481 0.050 -1.258  -0.154
C -0.869 -1.639 -2.013  0.433
O -0.932 -2.795 -1.934  -0.287
C -0.769 1.908 -2.098  0.452
O -0.764 3.062 -2.005  -0.285
H -2.424 0.058 -3.105  0.262
C 0.336 3.436 1.793  -0.637
C 0.968 2.370 0.953  -0.051
O -0.177 1.462 0.678  -0.833
P -0.245 0.009 -0.011  1.882
O -1.309 -0.764 0.954  -0.825
C -1.580 -0.393 2.341  -0.063
C -0.406 -0.678 3.249  -0.651
O 1.159 -0.700 0.385  -0.820
C 1.239 -2.106 0.871  -0.064
C 2.036 -2.965 -0.059  -0.642
H -0.460 3.946 1.243  0.227
H 1.082 4.168 2.090  0.258
H -0.118 3.013 2.693  0.232
H 1.366 2.757 0.010  0.195
H 1.732 1.805 1.501  0.219
H -1.880 0.663 2.363  0.207
H -2.430 -1.024 2.617  0.230
H 0.475 -0.063 2.991  0.207
H -0.719 -0.435 4.270  0.264
H -0.118 -1.741 3.226  0.226
H 1.709 -2.013 1.853  0.227
H 0.214 -2.474 1.003  0.201
H 3.003 -2.506 -0.296  0.242
H 2.202 -3.911 0.467  0.263
H 1.471 -3.160 -0.979  0.197